{"formula": "C28H62FNO7Si", "method": "ωB97M-V with the def2-TZVPD basis set", "total_energy_ev": -56452.2006, "multiplicity": 1, "smiles": "CCCCCCCCC[Si@](CN)(C[C@H]1CO1)C[C@@H](C)F.COCCOCCOC.COCCOCCOC", "elements": ["C", "C", "C", "C", "C", "C", "C", "C", "C", "Si", "C", "N", "C", "C", "C", "F", "C", "C", "C", "O", "H", "H", "H", "H", "H", "H", "H", "H", "H", "H", "H", "H", "H", "H", "H", "H", "H", "H", "H", "H", "H", "H", "H", "H", "H", "H", "H", "H", "H", "H", "H", "H", "H", "H", "C", "O", "C", "C", "O", "C", "C", "O", "C", "H", "H", "H", "H", "H", "H", "H", "H", "H", "H", "H", "H", "H", "H", "C", "O", "C", "C", "O", "C", "C", "O", "C", "H", "H", "H", "H", "H", "H", "H", "H", "H", "H", "H", "H", "H", "H"], "coordinates": [[-0.20952, -2.07078, -4.33899], [0.88898, -2.08923, -5.41142], [1.98553, -1.06469, -5.12995], [2.55847, -1.14672, -3.70811], [4.02986, -0.76138, -3.63106], [4.54886, -0.85033, -2.18892], [4.25333, 0.43899, -1.40203], [3.83592, 0.20307, 0.05918], [4.46218, 1.19160, 1.05327], [3.95086, 0.91521, 2.84478], [4.97670, -0.51802, 3.56186], [4.37285, -1.85915, 3.68878], [4.45276, 2.43989, 3.86697], [4.23902, 3.79850, 3.24872], [2.87323, 4.04019, 2.65145], [4.39325, 4.76612, 4.26680], [2.09013, 0.65218, 3.03040], [1.57057, -0.60983, 2.33220], [0.29513, -1.35514, 3.01090], [0.46410, -0.56069, 1.60133], [-0.30510, -1.06969, -3.92111], [0.04631, -2.76282, -3.53880], [-1.16246, -2.39003, -4.75427], [1.32396, -3.08753, -5.47627], [0.44944, -1.84746, -6.37936], [1.55031, -0.07355, -5.27951], [2.80222, -1.17151, -5.84647], [1.98474, -0.46679, -3.07464], [2.43999, -2.16445, -3.32899], [4.60659, -1.41755, -4.28396], [4.15196, 0.27001, -3.97088], [4.04229, -1.68508, -1.70106], [5.62295, -1.03058, -2.21277], [3.40901, 0.91462, -1.90313], [5.11865, 1.09905, -1.44297], [2.75042, 0.30359, 0.11315], [4.10971, -0.81111, 0.36241], [5.54890, 1.05144, 1.03042], [4.29448, 2.21931, 0.72541], [5.36975, -0.22538, 4.53761], [5.84693, -0.62555, 2.91097], [4.33209, -2.33184, 2.79803], [3.44929, -1.83086, 4.09721], [3.88359, 2.38815, 4.79914], [5.50770, 2.29566, 4.10864], [5.03951, 4.00598, 2.53675], [2.09466, 3.67547, 3.32069], [2.73004, 5.11244, 2.53572], [2.75764, 3.58111, 1.67103], [1.80068, 0.58806, 4.07431], [1.53955, 1.44762, 2.52638], [2.30114, -1.30933, 1.93963], [-0.66198, -1.76386, 2.69937], [0.82138, -2.33735, 2.86789], [-4.32933, -7.32651, 3.34511], [-4.64715, -5.96453, 3.18642], [-6.00420, -5.77734, 2.83031], [-6.38008, -4.31570, 2.91290], [-6.69197, -3.87778, 4.22551], [-5.58824, -3.63073, 5.08209], [-4.89132, -2.31629, 4.81547], [-3.98559, -2.44496, 3.73597], [-3.47973, -1.19664, 3.32307], [-4.52325, -7.89127, 2.42509], [-3.26913, -7.39157, 3.58046], [-4.90438, -7.77616, 4.16334], [-6.65295, -6.35551, 3.50112], [-6.15922, -6.13085, 1.80063], [-7.29962, -4.17728, 2.34112], [-5.60003, -3.69695, 2.46324], [-4.87013, -4.45340, 5.05089], [-6.01273, -3.58436, 6.08665], [-4.33933, -2.01192, 5.71647], [-5.64200, -1.54813, 4.58808], [-4.28100, -0.55324, 2.94028], [-2.77119, -1.38085, 2.51918], [-2.96012, -0.68772, 4.14258], [-2.59421, 1.32396, -1.84766], [-2.36504, 2.60001, -2.39923], [-1.12207, 3.12931, -1.97897], [-0.76464, 4.35801, -2.78280], [-0.18255, 4.06325, -4.04317], [-1.07780, 3.66144, -5.06797], [-1.83860, 4.80627, -5.69650], [-2.95533, 5.15659, -4.90154], [-3.55857, 6.35045, -5.34044], [-2.57550, 1.35452, -0.75171], [-3.57569, 0.98813, -2.17524], [-1.83599, 0.61376, -2.19934], [-0.33104, 2.37706, -2.10374], [-1.18558, 3.39771, -0.91428], [0.00680, 4.90201, -2.23428], [-1.63458, 5.01011, -2.88901], [-1.77090, 2.89581, -4.71153], [-0.44572, 3.21911, -5.84052], [-2.18594, 4.50247, -6.69470], [-1.16830, 5.66884, -5.80613], [-2.86902, 7.19869, -5.25473], [-4.42392, 6.53321, -4.70703], [-3.89167, 6.26901, -6.38217]], "forces_ev_per_angstrom": [[0.33, -0.23, -0.25], [-0.08, 0.28, 0.09], [-0.02, -0.01, 0.19], [0.01, 0.19, -0.43], [-0.09, -0.07, 0.40], [-0.11, 0.38, -0.29], [-0.29, -0.53, 0.04], [0.24, 0.43, 0.05], [0.03, -0.32, -0.05], [0.31, 0.69, 0.19], [-0.36, -0.22, -0.16], [0.23, 0.06, 0.13], [-0.20, -0.47, -0.28], [0.08, 0.04, 0.21], [-0.06, 0.20, 0.04], [0.13, 0.02, 0.03], [0.04, -0.75, -0.89], [-1.00, 1.69, 1.59], [1.90, -1.53, -1.86], [0.24, -0.86, -0.56], [-0.20, 0.04, 0.05], [-0.07, 0.11, 0.20], [-0.11, 0.04, 0.05], [-0.01, -0.08, -0.09], [0.02, -0.14, -0.12], [0.13, 0.12, -0.07], [-0.04, -0.03, -0.13], [-0.07, -0.21, 0.27], [-0.01, -0.02, 0.13], [0.04, 0.03, -0.10], [0.12, -0.03, -0.25], [0.20, -0.17, 0.05], [0.04, -0.19, 0.23], [0.14, 0.37, -0.03], [-0.03, 0.15, -0.07], [-0.09, -0.28, 0.05], [-0.10, -0.10, -0.01], [0.08, 0.08, 0.00], [-0.13, 0.04, 0.02], [0.02, 0.04, 0.06], [0.14, 0.05, 0.06], [-0.13, -0.03, -0.02], [-0.07, -0.02, -0.06], [0.03, 0.03, 0.10], [0.05, 0.15, 0.16], [-0.08, 0.06, -0.17], [-0.04, -0.06, 0.01], [0.00, 0.06, -0.08], [0.01, -0.13, 0.01], [0.00, 0.27, 0.10], [0.02, 0.31, 0.33], [0.20, -0.32, 0.30], [-0.92, 1.05, 1.31], [-0.44, -0.14, -0.44], [0.05, 0.01, -0.04], [-0.04, 0.01, 0.11], [0.13, 0.00, -0.03], [-0.09, 0.03, -0.05], [0.05, -0.01, -0.01], [-0.06, 0.00, 0.10], [0.12, -0.03, -0.04], [-0.07, 0.01, -0.08], [-0.02, -0.08, -0.01], [-0.01, -0.01, 0.01], [0.01, 0.01, 0.00], [-0.02, -0.02, -0.03], [-0.04, 0.00, -0.03], [-0.06, -0.03, 0.02], [0.00, 0.02, 0.01], [0.05, -0.06, 0.01], [0.05, 0.04, -0.05], [-0.01, -0.01, 0.00], [-0.05, 0.05, 0.01], [-0.01, 0.01, 0.05], [0.01, 0.04, 0.07], [-0.01, 0.02, -0.03], [-0.01, 0.05, -0.02], [0.00, 0.02, -0.03], [0.05, -0.02, -0.06], [-0.14, 0.00, 0.01], [0.08, 0.05, 0.03], [-0.04, 0.00, 0.01], [0.08, -0.05, -0.07], [-0.13, -0.02, 0.04], [0.08, 0.06, 0.06], [-0.05, -0.04, 0.01], [0.03, -0.03, 0.00], [-0.01, 0.03, -0.02], [-0.02, -0.06, 0.09], [0.03, 0.02, 0.04], [0.07, -0.03, 0.01], [0.00, 0.01, -0.01], [-0.05, -0.06, 0.00], [-0.06, 0.05, 0.01], [0.01, -0.01, 0.01], [0.05, 0.04, -0.03], [0.02, -0.02, -0.05], [0.00, 0.00, -0.04], [-0.01, -0.01, 0.00], [0.01, 0.02, -0.01]]}